The following is a DFT calculation (ωB97M-V/def2-TZVPD) of a 2-piece molecular cluster, C4H10O2 overall at a distorted geometry.

Each line ends with the natural charge from an NBO analysis.
Atoms and positions in Å:
C (1.52, 0.89, 1.42)  -0.74
C (1.89, 0.53, 0.05)  0.79
O (2.40, -0.43, -0.47)  -0.58
O (1.43, 1.40, -0.91)  -0.72
H (0.75, 1.62, 1.48)  0.25
H (2.41, 1.25, 1.89)  0.25
H (1.25, 0.01, 2.00)  0.26
H (1.81, 1.23, -1.74)  0.49
C (-2.31, -0.84, -1.05)  -0.64
C (-1.18, -0.71, 0.13)  -0.63
H (-2.38, -1.74, -1.71)  0.22
H (-2.08, 0.16, -1.38)  0.22
H (-3.26, -0.70, -0.62)  0.20
H (-0.46, 0.09, 0.04)  0.22
H (-0.20, -1.58, -0.12)  0.19
H (-1.60, -1.19, 1.01)  0.22

Results
HOMO-LUMO gap ... 11.21 eV
HOMO energy ... -10.40 eV
Multiplicity ... 1
Molecular weight ... 90.122 Da
Structure (SMILES) ... CC(=O)O.CC
LUMO energy ... 0.0295 Eh
Energy relative to the best compared isomer or geometry (same formula, charge and spin) ... 54.3 kcal/mol

=====

The following is a DFT calculation (ωB97M-V/def2-TZVPD) of one molecule with the formula C18H17N5OS at a distorted geometry.

Each line ends with the natural charge from an NBO analysis.
Atoms and positions in Å:
C (-2.48, -3.00, -1.22)  -0.65
C (-2.55, -1.66, -0.57)  0.31
C (-1.58, -1.15, 0.24)  -0.25
C (-0.32, -1.89, 0.47)  0.67
O (-0.08, -2.97, -0.04)  -0.65
N (0.56, -1.31, 1.33)  -0.62
C (1.95, -1.74, 1.37)  -0.27
C (2.78, -0.78, 0.57)  0.05
C (3.48, 0.25, 1.18)  -0.24
C (4.18, 1.18, 0.43)  -0.21
C (4.18, 1.09, -0.95)  -0.22
C (3.48, 0.07, -1.58)  -0.20
C (2.78, -0.85, -0.82)  -0.24
C (-1.68, 0.25, 0.83)  -0.08
C (-0.63, 1.16, 0.25)  -0.22
C (0.09, 2.13, 0.87)  -0.25
C (0.99, 2.79, 0.00)  -0.25
C (0.93, 2.31, -1.26)  -0.39
S (-0.22, 1.05, -1.43)  0.45
N (-2.99, 0.79, 0.54)  -0.19
N (-3.45, 1.97, 1.01)  -0.29
C (-4.64, 2.07, 0.46)  0.16
N (-4.98, 1.03, -0.34)  -0.51
C (-3.92, 0.25, -0.26)  0.51
N (-3.70, -0.96, -0.84)  -0.58
H (-1.64, -3.04, -1.91)  0.26
H (-2.30, -3.78, -0.48)  0.26
H (-3.40, -3.21, -1.76)  0.20
H (0.42, -0.36, 1.62)  0.40
H (2.28, -1.77, 2.41)  0.20
H (1.98, -2.74, 0.94)  0.25
H (3.49, 0.32, 2.26)  0.21
H (4.73, 1.97, 0.92)  0.21
H (4.73, 1.81, -1.54)  0.21
H (3.47, 0.00, -2.65)  0.21
H (2.22, -1.64, -1.30)  0.23
H (-1.58, 0.24, 1.92)  0.22
H (-0.01, 2.37, 1.92)  0.23
H (1.65, 3.58, 0.32)  0.23
H (1.49, 2.62, -2.12)  0.24
H (-5.29, 2.90, 0.63)  0.20
H (-4.42, -1.35, -1.42)  0.43

Results
HOMO-LUMO gap ... 9.05 eV
HOMO energy ... -8.44 eV
Multiplicity ... 1
Molecular weight ... 351.435 Da
Structure (SMILES) ... CC1=C(C(=O)NCc2ccccc2)[C@@H](c2cccs2)n2ncnc2N1
LUMO energy ... 0.0224 Eh
Energy relative to the best compared isomer or geometry (same formula, charge and spin) ... 0.0 kcal/mol